Entry 1:
DFT (the ωB97M-V functional and the def2-TZVPD basis) results for one molecule with the formula C6H10N2OS2.

Element x y z (Å)
C1 1.164 -0.432 -1.131
N1 0.457 -1.272 -0.213
C2 1.091 -1.308 1.032
S1 -1.187 -0.866 -0.169
N2 -1.542 -0.366 -1.542
O1 -1.957 -1.821 0.523
C3 -1.280 0.650 0.800
C4 -1.339 1.871 0.212
C5 -1.437 2.947 1.304
C6 -1.166 2.470 2.527
S2 -0.997 0.753 2.509
H1 0.733 0.676 -0.992
H2 2.220 -0.577 -1.115
H3 0.830 -0.557 -2.157
H4 0.692 -1.876 1.797
H5 2.078 -1.823 0.792
H6 1.438 -0.349 1.319
H7 -2.048 -1.050 -2.023
H8 -1.299 2.074 -0.798
H9 -1.636 3.990 1.001
H10 -0.804 2.976 3.372

As for the SMILES: CN(C)[S@@](=N)(=O)c1cccs1. As for the LUMO energy: 0.61 eV. Its total energy is -33078.756 eV. The HOMO-LUMO gap is 9.9790 eV.

Here are the Löwdin charges for atoms 1 to 8, given in e: number 1, C, carries -0.13; number 2, N, carries -0.35; number 3, C, carries -0.17; number 4, S, carries 0.63; number 5, N, carries -0.18; number 6, O, carries -0.29; number 7, C, carries -0.61; number 8, C, carries -0.12

---

Entry 2:
DFT (the ωB97M-V functional and the def2-TZVPD basis) results for C37H37N4O3P2Tl as an isolated structure.

Element x y z (Å)
Tl1 0.798 -0.894 -0.774
C1 -1.532 -1.157 2.742
P1 -0.338 -2.309 1.930
C2 -1.449 -3.622 1.299
C3 -2.550 -3.258 0.520
C4 -3.366 -4.226 -0.048
C5 -3.086 -5.572 0.143
C6 -1.990 -5.943 0.909
C7 -1.174 -4.976 1.482
C8 0.494 -3.086 3.347
C9 -0.029 -3.138 4.638
C10 0.697 -3.721 5.667
C11 1.949 -4.264 5.414
C12 2.479 -4.223 4.132
C13 1.760 -3.623 3.106
C14 -1.909 -0.075 1.798
C15 -3.138 0.698 1.811
C16 -2.995 1.616 0.816
C17 -1.688 1.373 0.239
C18 -1.041 2.122 -0.851
P2 -0.895 1.020 -2.358
C19 -0.045 2.138 -3.521
C20 0.296 1.586 -4.759
C21 0.953 2.342 -5.715
C22 1.296 3.662 -5.441
C23 0.980 4.214 -4.209
C24 0.314 3.456 -3.252
C25 -2.640 1.070 -2.910
C26 -3.145 1.960 -3.854
C27 -4.485 1.910 -4.219
C28 -5.333 0.975 -3.643
C29 -4.841 0.084 -2.697
C30 -3.501 0.127 -2.342
N1 -1.071 0.338 0.846
H1 -1.031 -0.714 3.612
H2 -2.417 -1.674 3.115
H3 -2.780 -2.210 0.352
H4 -4.223 -3.929 -0.640
H5 -3.718 -6.328 -0.305
H6 -1.770 -6.992 1.066
H7 -0.326 -5.280 2.083
H8 -1.015 -2.739 4.845
H9 0.284 -3.755 6.667
H10 2.513 -4.719 6.220
H11 3.454 -4.651 3.933
H12 2.185 -3.563 2.110
H13 -3.968 0.556 2.487
H14 -3.686 2.384 0.503
H15 -0.009 2.382 -0.585
H16 -1.614 3.011 -1.108
H17 0.035 0.554 -4.975
H18 1.205 1.903 -6.672
H19 1.803 4.258 -6.189
H20 1.249 5.240 -3.989
H21 0.079 3.908 -2.297
H22 -2.493 2.695 -4.312
H23 -4.868 2.606 -4.955
H24 -6.375 0.935 -3.934
H25 -5.499 -0.651 -2.249
H26 -3.110 -0.585 -1.621
C31 3.961 4.079 -2.012
O1 2.790 3.480 -1.449
C32 2.647 2.146 -1.407
O2 1.599 1.677 -1.024
N2 3.715 1.418 -1.820
N3 3.637 0.022 -1.759
H27 3.770 5.145 -2.030
H28 4.131 3.728 -3.030
H29 4.840 3.891 -1.390
H30 4.620 1.852 -1.878
H31 3.950 -0.305 -0.850
H32 4.177 -0.373 -2.514
O3 2.803 -0.428 1.051
N4 2.755 0.364 2.084
C33 3.897 0.798 2.656
C34 3.869 1.619 3.760
C35 2.654 2.014 4.299
C36 1.492 1.576 3.686
C37 1.562 0.756 2.582
H33 4.800 0.437 2.191
H34 4.806 1.944 4.190
H35 2.616 2.653 5.170
H36 0.518 1.868 4.055
H37 0.705 0.397 2.029

As for the net charge: +1. As for the LUMO energy (alpha / beta): -2.01 / -4.01 eV. Its total energy is -74336.361 eV. As for the expectation value of S²: 0.760. The spin multiplicity is 2. The HOMO-LUMO gap (alpha / beta) is 7.9128 / 5.9052 eV.

Here are the Löwdin charges for atoms 1 to 8, given in e: number 1, Tl, carries 0.77; number 2, C, carries -0.27; number 3, P, carries 1.00; number 4, C, carries -0.36; number 5, C, carries -0.10; number 6, C, carries -0.08; number 7, C, carries -0.08; number 8, C, carries -0.07

---

Entry 3:
DFT (the ωB97M-V functional and the def2-TZVPD basis) results for a 2-piece molecular cluster, C25H28ClFN3 overall.

Element x y z (Å)
C1 2.505 0.830 -0.135
N1 1.135 0.961 0.386
C2 0.382 2.205 0.120
C3 0.697 0.042 1.203
Cl1 -0.695 0.176 2.130
H1 2.666 1.644 -0.844
H2 3.233 0.901 0.688
H3 2.638 -0.145 -0.628
H4 0.961 2.753 -0.627
H5 -0.622 1.992 -0.271
H6 0.292 2.805 1.035
H7 1.319 -0.825 1.420
F1 -3.180 1.144 -1.632
C4 -3.735 -0.032 -2.219
C5 -5.202 -0.157 -1.745
C6 -5.855 0.866 -1.050
C7 -7.198 0.714 -0.698
C8 -7.896 -0.450 -1.041
C9 -7.233 -1.492 -1.698
C10 -5.878 -1.349 -2.010
C11 -3.588 0.115 -3.747
C12 -4.693 0.158 -4.600
C13 -4.507 0.184 -5.987
C14 -3.220 0.292 -6.521
C15 -2.121 0.358 -5.658
C16 -2.307 0.302 -4.278
C17 -2.890 -1.206 -1.628
C18 -3.078 -1.425 -0.112
C19 -3.110 -2.935 0.129
C20 -2.904 -3.585 -1.231
N2 -3.196 -2.522 -2.210
C21 -2.714 -2.818 -3.506
C22 -1.339 -2.837 -3.749
C23 -0.927 -2.994 -5.083
N3 -1.813 -3.138 -6.065
C24 -3.120 -3.265 -5.806
C25 -3.630 -3.150 -4.514
H8 -5.314 1.775 -0.778
H9 -7.692 1.520 -0.155
H10 -8.953 -0.550 -0.795
H11 -7.736 -2.418 -1.971
H12 -5.316 -2.165 -2.456
H13 -5.701 0.141 -4.181
H14 -5.376 0.109 -6.640
H15 -3.069 0.315 -7.601
H16 -1.108 0.443 -6.058
H17 -1.454 0.394 -3.603
H18 -1.833 -0.957 -1.837
H19 -2.233 -0.950 0.399
H20 -4.000 -0.953 0.248
H21 -2.325 -3.264 0.821
H22 -4.084 -3.246 0.526
H23 -1.862 -3.920 -1.355
H24 -3.561 -4.441 -1.424
H25 -0.615 -2.697 -2.945
H26 0.133 -2.989 -5.329
H27 -3.803 -3.460 -6.645
H28 -4.693 -3.237 -4.288

As for the net charge: +1. As for the LUMO energy: -5.07 eV. Its total energy is -46082.023 eV. The HOMO-LUMO gap is 5.7626 eV.

Here are the Löwdin charges for atoms 1 to 8, given in e: number 1, C, carries 0.01; number 2, N, carries -0.19; number 3, C, carries 0.01; number 4, C, carries -0.46; number 5, Cl, carries 0.88; number 6, H, carries 0.10; number 7, H, carries 0.12; number 8, H, carries 0.12

---

Entry 4:
DFT (the ωB97M-V functional and the def2-TZVPD basis) results for a 2-piece molecular cluster, C6H14NS overall.

Element x y z (Å)
C1 1.384 0.343 -1.225
C2 2.463 0.730 -0.213
S1 3.976 -0.202 -0.265
C3 0.757 -1.046 -0.875
N1 -0.965 -0.746 -1.215
C4 -2.258 1.890 0.741
C5 -0.501 -0.817 0.084
C6 -1.024 -1.922 0.951
H1 0.641 1.125 -1.065
H2 1.769 0.354 -2.241
H3 1.980 0.656 0.778
H4 2.679 1.801 -0.301
H5 0.614 -1.643 -1.773
H6 1.522 -1.579 -0.296
H7 -1.514 1.571 0.021
H8 -2.100 2.968 0.854
H9 -2.304 1.156 1.546
H10 -3.286 1.862 0.365
H11 -0.260 0.094 0.631
H12 -1.990 -1.566 1.320
H13 -0.415 -2.196 1.816
H14 -1.168 -2.832 0.362

As for the LUMO energy (alpha / beta): 0.59 / -2.16 eV. Its total energy is -18768.595 eV. As for the expectation value of S²: 0.753. The spin multiplicity is 2. The HOMO-LUMO gap (alpha / beta) is 8.7823 / 6.0130 eV.

Here are the Löwdin charges for atoms 1 to 8, given in e: number 1, C, carries -0.27; number 2, C, carries -0.68; number 3, S, carries 0.65; number 4, C, carries -0.22; number 5, N, carries 0.13; number 6, C, carries -0.04; number 7, C, carries -0.51; number 8, C, carries -0.06

---

Entry 5:
DFT (the ωB97M-V functional and the def2-TZVPD basis) results for H4OS as an isolated structure.

Element x y z (Å)
S1 0.713 0.100 -0.414
H1 1.100 -0.669 0.524
O1 -1.167 -0.023 0.628
H2 -1.807 0.668 1.051
H3 0.144 -0.680 -1.228
H4 -1.514 -0.734 1.246

As for the LUMO energy: 0.61 eV. Its total energy is -12945.206 eV. The HOMO-LUMO gap is 8.2381 eV.

Atomic charges from the Löwdin analysis, expressed in e, are listed below: number 1, S, carries 0.64; number 2, H, carries -0.21; number 3, O, carries -0.37; number 4, H, carries 0.10; number 5, H, carries -0.22; number 6, H, carries 0.07

---

Entry 6:
DFT (the ωB97M-V functional and the def2-TZVPD basis) results for one molecule with the formula C4H6N2OS.

Element x y z (Å)
C1 2.610 1.096 0.084
C2 1.614 -0.044 0.011
S1 2.043 -1.639 -0.136
N1 0.248 0.359 -0.162
C3 -0.663 -0.617 0.095
N2 -1.850 -0.060 -0.120
C4 -3.012 -0.693 0.108
O1 -4.046 -0.156 -0.126
H1 2.432 1.888 0.812
H2 3.711 0.852 0.015
H3 2.366 1.718 -0.755
H4 -0.555 -1.547 0.534
H5 -1.881 0.825 -0.746
H6 -3.016 -1.982 0.385

As for the SMILES: CC(=S)/N=C/NC=O. As for the LUMO energy: -0.69 eV. Its total energy is -20106.233 eV. The HOMO-LUMO gap is 7.9296 eV.

Here are the Löwdin charges for atoms 1 to 8, given in e: number 1, C, carries -0.13; number 2, C, carries -0.83; number 3, S, carries 0.65; number 4, N, carries 0.02; number 5, C, carries -0.18; number 6, N, carries 0.05; number 7, C, carries -0.37; number 8, O, carries 0.06